Version w
Computed, not measured: a molecular structure, C14H42O7, with ωB97M-V/def2-TZVPD.

Last column: Löwdin charge in e.
Element x y z (Å)
C -0.8976 -0.6563 3.4071  -0.10
C -0.5595 -1.2278 2.0162  -0.26
O -1.8174 -1.8593 1.6091  -0.07
H -0.0428 -0.2330 3.9347  0.06
H -1.1252 -1.4816 4.0818  0.08
H -1.7473 0.0257 3.4374  0.08
H 0.3215 -1.8693 2.0361  0.13
H -0.2805 -0.4479 1.3076  0.04
H -2.0075 -2.4831 2.3137  0.08
C 3.3075 1.9818 1.6453  -0.10
C 2.5762 1.2793 0.5265  -0.23
O 1.3641 0.7384 1.0652  -0.27
H 4.2928 2.2953 1.3002  0.09
H 3.5819 1.1849 2.3365  0.09
H 2.7812 2.7750 2.1762  0.07
H 3.1762 0.5297 0.0106  0.12
H 2.4387 2.0098 -0.2707  0.12
H 0.9661 0.2452 0.3442  -0.10
C -0.3751 1.8824 3.1515  -0.11
C 1.1123 2.0558 2.9884  -0.31
O 1.8180 0.9257 3.5914  -0.09
H -0.8889 2.8187 2.9340  0.09
H -0.7584 1.6107 4.1351  0.08
H -0.6925 1.2202 2.3459  0.03
H 1.3560 2.9524 3.5585  0.12
H 1.4515 2.2589 1.9727  0.06
H 1.9099 0.2652 2.9009  0.06
C -0.5187 1.0587 -0.1256  -0.03
C -0.1341 -0.3525 -0.5276  -0.28
O 1.2491 -0.5480 -0.5761  -0.15
H -0.1452 1.5165 0.7903  0.07
H -1.6041 1.1109 -0.0399  0.11
H -0.2563 1.6667 -0.9914  0.06
H -0.4357 -0.6986 -1.5161  0.11
H -0.5366 -1.0463 0.2105  0.06
H 1.4223 -1.3392 -1.0915  -0.10
C -2.9655 -2.9745 -2.6194  -0.05
C -1.4393 -2.6039 -2.4861  -0.26
O -0.8508 -3.6071 -1.6673  -0.16
H -3.0067 -3.6825 -3.4471  0.07
H -3.6164 -2.1501 -2.9106  0.07
H -3.3900 -3.3690 -1.6962  0.07
H -1.2166 -1.6426 -2.0232  0.07
H -0.9377 -2.6710 -3.4515  0.12
H -1.2934 -3.6407 -0.8160  0.09
C 1.1625 -3.0461 -0.6791  -0.10
C 1.7521 -2.6653 -2.0191  -0.15
O 2.0902 -1.2356 -2.0345  -0.05
H 0.9836 -4.1159 -0.5713  0.11
H 0.2209 -2.5293 -0.4936  0.05
H 1.8417 -2.7041 0.1019  0.11
H 1.0556 -2.8118 -2.8446  0.11
H 2.6358 -3.3028 -2.0464  0.13
H 2.7312 -0.9928 -2.7066  0.14
C -0.8807 3.1836 -2.8390  -0.09
C -2.2721 3.5982 -2.5223  -0.33
O -2.9954 2.4344 -2.1698  -0.08
H -0.7583 2.5364 -3.7075  0.09
H -0.4698 2.7858 -1.9111  0.04
H -0.3217 4.0783 -3.1128  0.08
H -2.6825 4.1230 -3.3850  0.11
H -2.4362 4.2677 -1.6780  0.12
H -3.2421 2.5724 -1.2524  0.07

Summary:
Gap between HOMO and LUMO, hartree: 0.322
LUMO, eV: 0.3803
Net charge: 0

Version x
Computed, not measured: 7 unconnected molecules or ions with the total composition C14H42O7, with ωB97M-V/def2-TZVPD.

Last column: Löwdin charge in e.
Element x y z (Å)
C -5.9105 1.2780 -0.9571  -0.10
C -4.6035 1.2770 -1.7611  -0.43
O -4.6355 0.2620 -2.7051  -0.08
H -5.7515 0.1770 -0.3371  0.14
H -6.7745 1.1410 -1.5341  0.03
H -6.0005 2.2030 -0.2451  0.10
H -3.6765 1.2840 -0.9511  0.13
H -4.3625 2.2890 -2.1081  0.09
H -3.7455 0.4190 -3.1721  0.13
C 3.1785 2.7560 1.0479  0.00
C 2.1405 3.8820 1.1399  -0.22
O 0.9965 3.5040 0.4389  -0.06
H 3.4225 2.6950 0.1229  0.01
H 2.8515 1.8010 1.0929  0.04
H 3.9535 3.0200 1.8259  0.13
H 2.4305 4.7020 0.8999  0.04
H 1.8955 4.0740 2.0629  0.08
H 0.4535 4.2370 0.1379  0.13
C 0.5675 -4.3670 -3.2181  -0.12
C 1.5635 -4.8950 -2.2211  -0.32
O 1.4355 -6.3070 -1.8411  -0.04
H 0.7965 -3.3400 -3.3811  0.04
H -0.5355 -4.5430 -2.7271  0.13
H 0.6025 -4.9520 -4.1691  0.08
H 1.7965 -4.1830 -1.3151  0.13
H 2.6735 -4.9000 -2.7351  0.14
H 1.6515 -6.4920 -1.0421  -0.04
C 5.2425 -1.5950 -1.3471  -0.08
C 4.3525 -0.5080 -0.9091  -0.26
O 3.2095 -0.6080 -1.8101  -0.08
H 5.6275 -1.5820 -2.2881  0.07
H 5.0615 -2.4890 -1.2101  0.00
H 6.0355 -1.5270 -0.7571  0.05
H 5.0175 0.4380 -0.9321  0.15
H 4.1065 -0.7400 0.0259  0.07
H 2.6225 0.1120 -1.5331  0.02
C 0.1205 -1.0290 -1.0291  -0.01
C 0.2205 0.4830 -0.6201  -0.38
O 1.2305 1.1500 -1.1211  -0.10
H 1.1505 -1.2990 -0.6631  0.09
H 0.0475 -1.2690 -2.0261  0.05
H -0.5785 -1.4700 -0.5341  0.00
H 0.5525 0.6280 0.3499  0.07
H -0.8645 0.8720 -0.5471  0.13
H 1.2615 2.0590 -0.5751  0.13
C -1.7375 -1.3580 2.7269  -0.08
C -0.3705 -1.2220 3.4189  -0.26
O -0.3045 -2.4030 4.2369  -0.03
H -1.9995 -0.4370 2.3069  -0.01
H -2.7185 -1.1850 3.3659  0.12
H -1.8235 -2.2210 1.9649  0.11
H -0.3205 -0.2580 3.8089  0.10
H 0.3015 -1.2240 2.7949  0.01
H 0.5275 -2.3700 4.5969  0.03
C -3.4425 2.2680 2.0999  -0.05
C -2.1455 3.1200 1.7289  -0.31
O -0.9905 2.3650 1.9139  -0.06
H -3.4155 2.1570 3.2059  0.09
H -3.5505 1.2570 1.5649  0.08
H -4.2035 2.6300 1.5419  0.00
H -2.0345 4.2160 1.8689  0.11
H -2.2615 3.3240 0.6399  0.09
H -0.3375 2.6940 1.3919  -0.03

Summary:
Gap between HOMO and LUMO, hartree: 0.347
SMILES: CCO.CCO.CCO.CCO.CCO.CCO.CCO
LUMO, eV: -0.0304
Net charge: 0

Pick version x: it beats the second-best structure by 0.0903 hartree.

Version w
Computed, not measured: a molecular structure, C19H19IrN4O5S2, with ωB97M-V/def2-TZVPD.

Last column: Löwdin spin population.
Element x y z (Å)
Ir -0.2349 0.1250 -0.1414  0.45
N 0.0770 3.2176 2.8065  0.05
C 0.0538 2.1747 1.9863  0.05
S -0.4113 2.3530 0.3456  0.23
N 0.4147 1.0018 2.5385  0.00
N 0.4483 -0.0198 1.7035  0.02
C 0.7712 -1.1929 2.2629  -0.01
C 0.9087 -2.4132 1.6119  0.02
C 1.1447 -3.5503 2.4459  -0.01
C 1.2841 -4.7900 1.9197  0.02
C 1.2133 -4.9647 0.5112  -0.01
C 1.0142 -3.9186 -0.3359  0.02
C 0.8456 -2.6065 0.1687  0.00
O 0.7010 -1.6420 -0.6661  0.12
H -0.3017 4.1056 2.5244  0.00
H 0.3177 3.0702 3.7739  0.00
H 0.9412 -1.1310 3.3321  0.00
H 1.1946 -3.3922 3.5154  0.00
H 1.4484 -5.6482 2.5551  0.00
H 1.3182 -5.9628 0.1053  0.00
H 0.9555 -4.0535 -1.4064  0.00
O -3.0520 1.5810 1.2061  0.03
C -3.0996 0.4225 0.8774  0.00
N -1.9730 -0.4151 0.7309  0.01
S -2.4528 -1.9057 0.0886  0.00
O -2.0158 -2.9954 0.9072  0.00
O -2.0697 -1.9107 -1.2964  0.00
C -4.1716 -1.6215 0.2386  0.00
C -5.2120 -2.5001 0.0081  0.00
C -6.4941 -2.0057 0.2044  0.00
C -6.7064 -0.6943 0.6285  0.00
C -5.6435 0.1624 0.8711  0.00
C -4.3633 -0.3269 0.6648  0.00
H -5.0375 -3.5181 -0.3110  0.00
H -7.3445 -2.6511 0.0309  0.00
H -7.7197 -0.3465 0.7764  0.00
H -5.7904 1.1785 1.2098  0.00
C -1.3735 0.2058 -4.4374  0.00
C 0.1277 0.5061 -4.4521  0.00
C 0.5511 0.1391 -3.0491  0.00
O -0.5653 0.5898 -2.2239  0.00
C -1.8085 0.5046 -3.0070  0.00
H -1.5605 -0.8400 -4.6786  0.00
H -1.9169 0.8192 -5.1528  0.00
H 0.3165 1.5633 -4.6393  0.00
H 0.6645 -0.0751 -5.1990  0.00
H 1.4359 0.6712 -2.6981  0.00
H 0.6767 -0.9341 -2.9078  0.00
H -2.2903 1.4749 -2.8940  0.00
H -2.4176 -0.2776 -2.5736  0.00

Summary:
Gap between HOMO and LUMO (spin up / spin down), hartree: 0.224 / 0.167
Expectation value of S²: 0.775
LUMO (spin up / spin down), eV: -4.7499 / -6.1642
Multiplicity: 2
Net charge: +1

Version x
Computed, not measured: a molecular structure, C19H19IrN4O5S2, with ωB97M-V/def2-TZVPD.

Last column: Löwdin spin population.
Element x y z (Å)
Ir 0.2458 0.7231 0.0567  0.44
N 2.7081 4.0377 -1.7177  0.00
C 2.2510 2.9028 -1.1918  0.01
S 0.7540 2.2484 -1.8451  0.08
N 2.9527 2.2663 -0.3010  0.05
N 2.4841 1.2496 0.3796  0.11
C 3.3443 0.4024 0.9004  0.00
C 3.0329 -0.6878 1.7406  0.00
C 4.0427 -1.5787 2.1499  0.00
C 3.7786 -2.6149 3.0154  -0.01
C 2.4710 -2.8399 3.4790  0.00
C 1.4484 -2.0275 3.0834  0.01
C 1.6747 -0.9159 2.2148  0.02
O 0.7098 -0.1645 1.9067  0.21
H 2.1296 4.5487 -2.3653  0.00
H 3.5329 4.4736 -1.3364  0.00
H 4.3874 0.5396 0.6264  0.01
H 5.0518 -1.4295 1.7899  0.00
H 4.5793 -3.2506 3.3565  0.00
H 2.2813 -3.6497 4.1629  0.00
H 0.4307 -2.1687 3.4092  0.00
O -1.8773 3.6203 -0.4968  0.01
C -2.3912 2.5553 -0.2231  0.00
N -1.6994 1.4243 0.0055  0.05
S -2.6554 0.0605 0.1049  0.01
O -2.3171 -0.6535 1.2979  0.01
O -2.4953 -0.6611 -1.1289  0.00
C -4.1840 0.9817 0.1509  0.00
C -5.4789 0.5680 0.3475  0.00
C -6.4807 1.5318 0.2935  0.00
C -6.1753 2.8626 0.0517  0.00
C -4.8623 3.2735 -0.1377  0.00
C -3.8634 2.3106 -0.0852  0.00
H -5.7017 -0.4659 0.5473  0.00
H -7.5067 1.2339 0.4367  0.00
H -6.9702 3.5915 0.0098  0.00
H -4.6198 4.3109 -0.3145  0.00
C 0.5003 -2.9626 -2.2575  0.00
C 1.4988 -1.9977 -2.9065  0.00
C 2.2480 -1.4508 -1.6980  0.00
O 1.2647 -1.3418 -0.6684  -0.01
C 0.3153 -2.4099 -0.8378  0.00
H 0.9174 -3.9679 -2.2205  0.00
H -0.4464 -2.9979 -2.7904  0.00
H 0.9811 -1.1901 -3.4246  0.00
H 2.1561 -2.5041 -3.6071  0.00
H 2.6914 -0.4677 -1.8609  0.00
H 3.0302 -2.1439 -1.3596  0.00
H -0.6861 -2.0069 -0.6690  0.00
H 0.5149 -3.1674 -0.0714  0.00

Summary:
Gap between HOMO and LUMO (spin up / spin down), hartree: 0.161 / 0.167
Expectation value of S²: 0.845
LUMO (spin up / spin down), eV: -6.6636 / -6.4142
Multiplicity: 2
Net charge: +1

Pick version w: it beats the second-best structure by 0.1224 hartree.

Version w
Computed, not measured: a single C3H6O molecule, with ωB97M-V/def2-TZVPD.

Last column: Löwdin charge in e.
Element x y z (Å)
C 0.5882 0.6264 0.9696  -0.05
C -0.3219 0.2385 -0.1464  -0.40
C -0.3901 -0.9942 -0.9281  -0.12
O -1.4098 -0.6461 0.0104  -0.03
H 0.2512 1.5539 1.4438  0.08
H 1.4353 0.9398 0.3485  0.09
H 0.7504 -0.1171 1.7624  0.09
H -0.4058 1.1416 -0.7570  0.13
H -0.7164 -0.8639 -1.9616  0.11
H 0.2188 -1.8789 -0.7417  0.11

Summary:
Gap between HOMO and LUMO, hartree: 0.413
SMILES: C[C@H]1CO1
LUMO, eV: 1.1507
Net charge: 0

Version x
Computed, not measured: a single C3H6O molecule, with ωB97M-V/def2-TZVPD.

Last column: Löwdin charge in e.
Element x y z (Å)
C 0.5646 -0.7910 1.0076  -0.04
C -0.2813 -0.4024 -0.2173  -0.43
O 0.0691 -1.2266 -1.0269  0.02
C -0.6560 1.0028 -0.7498  -0.02
H 1.6009 -1.0411 0.6838  0.10
H 0.6014 0.0918 1.6078  0.05
H 0.1648 -1.6815 1.5066  0.08
H -1.0304 1.7538 -0.0502  0.07
H 0.3097 1.3481 -1.1577  0.09
H -1.3430 0.9460 -1.6039  0.08

Summary:
Gap between HOMO and LUMO, hartree: 0.364
SMILES: CC(C)=O
LUMO, eV: 0.6949
Net charge: 0

Version y
Computed, not measured: a single C3H6O molecule, with ωB97M-V/def2-TZVPD.

Last column: Löwdin charge in e.
Element x y z (Å)
C -0.7139 1.3238 0.1438  -0.05
C -0.0271 0.2019 -0.2204  -0.24
C 0.8709 -0.8798 0.4517  -0.20
O 1.1336 -2.0524 -0.2059  -0.06
H -0.7001 1.7100 1.1406  0.04
H -1.1783 1.7546 -0.7134  0.03
H -0.4160 -1.0348 0.5150  0.18
H -0.2216 -0.0710 -1.2237  0.08
H 1.0911 -0.8006 1.5472  0.14
H 1.1107 -2.1707 -1.1412  0.09

Summary:
Gap between HOMO and LUMO, hartree: 0.312
SMILES: C=CCO
LUMO, eV: 0.7993
Net charge: 0

Version z
Computed, not measured: a single C3H6O molecule, with ωB97M-V/def2-TZVPD.

Last column: Löwdin charge in e.
Element x y z (Å)
C 0.6103 -1.0924 -0.3555  -0.03
C -0.2854 0.1131 -0.5508  -0.50
O -0.7897 0.3663 -1.6236  0.06
C -0.5007 1.0161 0.6495  -0.03
H 0.5484 -1.7419 -1.2309  0.08
H 1.6484 -0.7627 -0.2229  0.09
H 0.3309 -1.6475 0.5467  0.08
H 0.2374 1.8269 0.6244  0.09
H -1.4938 1.4670 0.5876  0.08
H -0.3847 0.4856 1.5993  0.07

Summary:
Gap between HOMO and LUMO, hartree: 0.392
SMILES: CC(C)=O
LUMO, eV: 0.9705
Net charge: 0

Pick version z: it beats the second-best structure by 0.0450 hartree.